1.
Here is C38H44Cl60N2O5Si as an isolated structure from the Open Molecules 2025 dataset. Energies are from the ωB97M-V functional and the def2-TZVPD basis.

Properties
LUMO (eV): -2.1
HOMO-LUMO gap (eV): 6.94
Net charge: 0

Last column: Mulliken charge in e.
Geometry (Å):
C: -1.87 4.37 -5.51  0.354
C: -0.58 4.25 -5.49  0.633
C: 1.03 4.09 -5.40  -0.747
C: 1.45 3.41 -3.97  2.180
C: 2.50 2.22 -4.25  -0.453
C: 2.38 0.97 -3.26  0.161
C: 1.25 0.08 -3.20  0.219
C: -0.06 0.30 -4.13  -0.592
C: -1.29 0.52 -3.10  -0.283
O: -1.97 1.80 -3.25  -0.404
Si: -2.20 2.59 -1.72  0.654
C: -0.56 3.29 -0.95  -0.509
C: -3.36 4.14 -1.98  -0.714
C: -3.02 1.51 -0.36  -0.621
C: 1.18 -1.21 -2.22  0.931
O: 0.23 -2.06 -2.27  -0.668
C: 2.31 -1.43 -1.08  -0.758
O: 2.14 -2.50 -0.10  -0.082
N: 2.31 -3.67 -0.83  0.086
O: 3.47 -3.82 -1.07  -0.249
C: 3.41 -0.53 -1.11  1.150
C: 4.57 -0.64 0.03  -0.548
C: 4.13 0.46 1.15  0.785
N: 4.93 1.41 1.60  -0.690
C: 3.59 0.64 -2.23  0.205
O: 4.69 1.27 -2.21  -0.642
H: -2.98 4.65 -5.35  -0.970
H: 1.45 5.16 -5.53  0.287
H: 1.35 3.46 -6.31  0.372
H: 0.47 3.05 -3.49  -0.945
H: 1.96 4.26 -3.38  -0.717
H: 2.44 1.85 -5.35  0.531
H: 3.56 2.68 -4.15  -0.580
H: -0.22 -0.71 -4.68  0.497
H: 0.07 1.15 -4.89  0.152
H: -1.99 -0.40 -3.23  0.149
H: -0.95 0.47 -1.98  -0.083
H: -0.33 4.31 -1.42  0.173
H: -0.65 3.34 0.20  0.442
H: 0.29 2.57 -1.26  -0.063
H: -3.07 4.70 -2.93  -0.091
H: -4.44 3.78 -2.06  0.278
H: -3.22 4.81 -1.05  0.303
H: -3.05 2.14 0.62  0.274
H: -4.08 1.15 -0.60  0.115
H: -2.31 0.63 -0.12  0.238
H: 4.53 -1.72 0.45  0.324
H: 5.57 -0.39 -0.46  0.291
H: 3.01 0.38 1.48  -0.322
H: 4.35 1.96 2.26  0.291
C: 4.90 4.90 -1.44  0.505
Cl: 5.66 5.61 -0.01  -0.060
Cl: 3.23 5.46 -1.59  -0.146
Cl: 5.83 5.28 -2.89  -0.155
H: 4.88 3.81 -1.31  -0.194
C: 0.12 -0.61 3.33  0.856
Cl: 0.85 0.13 4.76  -0.174
Cl: -1.54 -0.04 3.11  0.006
Cl: 1.09 -0.25 1.89  -0.196
H: 0.10 -1.68 3.47  -0.673
C: -6.68 0.10 1.12  -0.010
Cl: -7.80 -0.86 2.09  -0.095
Cl: -7.42 1.63 0.65  -0.142
Cl: -5.18 0.39 2.02  -0.017
H: -6.43 -0.46 0.22  0.226
C: -5.79 -3.77 -0.68  -0.062
Cl: -6.54 -3.21 -2.18  -0.136
Cl: -5.26 -2.39 0.30  -0.030
Cl: -6.90 -4.79 0.23  -0.095
H: -4.91 -4.36 -0.94  0.332
C: -4.95 7.08 -4.73  -0.038
Cl: -6.01 7.47 -3.37  -0.122
Cl: -3.28 7.55 -4.37  -0.074
Cl: -5.05 5.36 -5.12  -0.128
H: -5.29 7.65 -5.60  0.365
C: 5.69 8.68 2.24  0.296
Cl: 4.21 8.85 3.20  -0.122
Cl: 6.68 10.14 2.35  -0.126
Cl: 6.61 7.26 2.75  -0.136
H: 5.40 8.54 1.19  0.087
C: 6.55 -5.70 -0.09  0.272
Cl: 8.19 -5.04 -0.08  -0.135
Cl: 6.55 -7.38 -0.64  -0.082
Cl: 5.82 -5.58 1.52  -0.135
H: 5.94 -5.11 -0.78  0.077
C: -0.40 -4.72 2.68  -0.142
Cl: 0.35 -4.00 4.12  -0.171
Cl: -2.07 -4.16 2.51  -0.068
Cl: 0.54 -4.33 1.23  0.023
H: -0.40 -5.80 2.81  0.397
C: 7.17 2.79 -5.55  0.079
Cl: 6.59 2.86 -7.22  -0.137
Cl: 5.92 2.13 -4.49  -0.015
Cl: 8.65 1.83 -5.45  -0.140
H: 7.40 3.80 -5.23  0.173
C: -8.62 -5.05 3.70  0.087
Cl: -8.52 -3.41 3.03  -0.026
Cl: -7.51 -5.23 5.06  -0.105
Cl: -10.28 -5.41 4.19  -0.134
H: -8.33 -5.75 2.92  0.188
C: 8.42 -9.67 -3.39  0.101
Cl: 7.83 -9.62 -5.06  -0.118
Cl: 7.17 -10.33 -2.32  -0.121
Cl: 9.90 -10.63 -3.28  -0.112
H: 8.64 -8.66 -3.07  0.249
C: 2.73 8.81 -3.64  0.005
Cl: 2.78 8.69 -1.88  -0.105
Cl: 1.52 7.71 -4.31  -0.032
Cl: 2.41 10.48 -4.14  -0.127
H: 3.71 8.52 -4.03  0.262
C: 0.70 6.06 -8.64  -0.034
Cl: 0.10 6.10 -10.30  -0.154
Cl: -0.52 5.38 -7.54  -0.123
Cl: 2.21 5.13 -8.55  -0.123
H: 0.91 7.08 -8.33  0.294
C: -2.44 1.65 6.35  0.747
Cl: -3.00 3.10 5.51  -0.112
Cl: -1.95 2.04 8.01  -0.116
Cl: -3.71 0.41 6.36  -0.090
H: -1.58 1.25 5.82  -0.399
C: 13.28 -11.85 -5.46  0.272
Cl: 14.43 -13.15 -5.14  -0.122
Cl: 14.07 -10.27 -5.31  -0.120
Cl: 12.57 -12.03 -7.07  -0.119
H: 12.48 -11.90 -4.73  0.085
C: -6.20 2.13 8.53  0.679
Cl: -6.75 3.59 7.68  -0.139
Cl: -5.70 2.53 10.18  -0.101
Cl: -7.46 0.90 8.53  -0.098
H: -5.33 1.73 8.00  -0.340
C: -4.94 -1.38 12.12  -0.019
Cl: -5.63 -0.79 10.59  -0.026
Cl: -4.44 -0.02 13.14  -0.130
Cl: -6.11 -2.40 12.97  -0.124
H: -4.06 -1.98 11.89  0.313
C: -8.21 -4.57 10.85  0.366
Cl: -8.72 -4.50 9.16  -0.087
Cl: -9.50 -5.22 11.87  -0.112
Cl: -6.74 -5.54 11.01  -0.139
H: -7.99 -3.55 11.18  -0.056
C: -11.91 -1.95 9.97  -0.006
Cl: -13.02 -1.54 11.28  -0.128
Cl: -10.25 -1.54 10.41  -0.059
Cl: -12.04 -3.67 9.57  -0.101
H: -12.18 -1.37 9.09  0.307
C: 4.56 -8.06 -5.79  0.117
Cl: 3.99 -6.60 -6.61  -0.131
Cl: 5.11 -7.68 -4.15  -0.029
Cl: 3.30 -9.29 -5.75  -0.121
H: 5.41 -8.45 -6.35  0.182


2.
Here is C38H44FeOP2 as an isolated structure from the Open Molecules 2025 dataset. Energies are from the ωB97M-V functional and the def2-TZVPD basis.

Properties
LUMO (alpha / beta) (eV): 0.3 / -0.7
2S+1: 5
HOMO-LUMO gap (alpha / beta) (eV): 6.03 / 5.71
Net charge: 0
Energy above the lowest of the compared OMol25 structures with the same formula, charge and spin (eV): 6.999

Last column: Mulliken charge in e.
Geometry (Å):
Fe: -0.80 0.89 -4.61  -0.264
C: -2.12 1.19 -5.99  -0.529
C: -2.02 -0.16 -5.56  -0.184
C: -1.28 -1.20 -6.36  -0.855
C: 0.11 -0.68 -6.73  -1.452
C: 0.68 0.22 -5.65  0.239
C: 0.58 1.67 -5.66  0.208
C: -0.06 2.36 -6.81  -1.407
C: -1.51 1.83 -7.19  -1.266
C: 1.30 -0.21 -0.09  -1.100
H: -3.02 1.70 -5.70  0.818
H: -2.85 -0.47 -4.90  0.948
H: -1.80 -1.54 -7.26  0.497
H: -1.19 -2.04 -5.66  0.144
H: 0.79 -1.55 -6.81  0.524
H: 0.06 -0.11 -7.67  0.101
H: 1.53 -0.30 -5.22  1.260
H: 1.26 2.23 -5.04  -0.491
H: 0.55 2.29 -7.71  0.414
H: -0.16 3.40 -6.52  0.409
H: -2.09 2.74 -7.49  0.429
H: -1.51 1.05 -7.98  0.213
H: 0.66 0.70 -0.12  -0.228
H: 1.98 -0.23 0.79  0.642
H: 0.61 -1.09 -0.09  0.383
P: -1.73 -0.67 -2.33  1.303
P: 2.25 -0.23 -1.57  2.015
C: -0.15 -1.10 -2.95  -1.279
C: 1.22 -0.93 -2.82  -0.208
C: -2.60 -2.16 -1.91  -0.085
C: -2.93 -3.21 -2.78  -0.270
C: -3.63 -4.30 -2.28  -0.613
C: -3.99 -4.35 -0.92  -0.630
C: -3.62 -3.31 -0.05  -0.665
C: -2.91 -2.22 -0.53  0.052
C: -2.98 0.53 -2.81  1.102
C: -2.55 1.85 -3.16  -0.441
C: -3.35 2.96 -2.89  -1.233
C: -4.70 2.79 -2.56  -1.000
C: -5.22 1.49 -2.54  -0.714
C: -4.40 0.36 -2.71  -0.738
C: 3.74 -1.20 -1.34  0.023
C: 3.58 -2.54 -0.98  -0.482
C: 4.70 -3.36 -0.85  -0.682
C: 5.98 -2.85 -1.11  -0.482
C: 6.13 -1.51 -1.48  -0.636
C: 5.01 -0.68 -1.62  -0.244
C: 2.74 1.45 -2.02  0.156
C: 2.69 2.49 -1.08  -0.478
C: 2.85 3.81 -1.52  -0.779
C: 3.04 4.10 -2.87  -0.713
C: 3.10 3.07 -3.79  -0.528
C: 3.05 1.74 -3.35  -0.034
H: -0.40 -1.91 -3.65  0.282
H: 1.86 -1.33 -3.62  0.714
H: -2.61 -3.11 -3.82  0.283
H: -3.92 -5.10 -2.97  0.417
H: -4.56 -5.21 -0.56  0.351
H: -3.91 -3.36 1.01  0.429
H: -2.58 -1.41 0.13  -0.056
H: -1.79 2.18 -3.97  0.602
H: -2.84 3.91 -3.03  0.475
H: -5.30 3.66 -2.28  0.371
H: -6.30 1.32 -2.44  0.364
H: -4.77 -0.66 -2.73  0.520
H: 2.58 -2.94 -0.79  0.373
H: 4.58 -4.39 -0.55  0.398
H: 6.87 -3.49 -1.03  0.361
H: 7.11 -1.11 -1.70  0.392
H: 5.10 0.36 -1.91  0.315
H: 2.52 2.27 -0.03  0.417
H: 2.87 4.61 -0.79  0.442
H: 3.18 5.13 -3.23  0.415
H: 3.25 3.23 -4.85  0.461
H: 3.22 0.94 -4.07  0.424
C: -3.26 1.57 0.42  -0.691
C: -1.78 1.90 0.39  0.449
C: -1.15 1.25 1.61  -1.393
O: -1.18 1.65 -0.77  -0.207
H: -3.42 0.47 0.41  0.008
H: -3.74 1.85 -0.52  -0.065
H: -3.81 1.94 1.28  0.562
H: -1.66 2.99 0.40  0.416
H: -1.38 0.16 1.60  0.144
H: -0.07 1.33 1.62  0.379
H: -1.55 1.63 2.55  0.477


3.
Here is C38H45BrCl4MnN7O2 as an isolated structure from the Open Molecules 2025 dataset. Energies are from the ωB97M-V functional and the def2-TZVPD basis.

Properties
LUMO (alpha / beta) (eV): 2.3 / 2.3
2S+1: 6
HOMO-LUMO gap (alpha / beta) (eV): 6.42 / 6.53
Net charge: -1
Energy above the lowest of the compared OMol25 structures with the same formula, charge and spin (eV): 0.000

Last column: Mulliken charge in e.
Geometry (Å):
Mn: 0.09 1.43 -0.11  1.135
C: -3.41 -1.58 0.58  -0.306
C: -3.11 -3.06 0.83  0.338
C: -2.33 -3.29 2.13  -1.478
C: -2.46 -3.72 -0.38  0.324
C: -3.09 -4.81 -0.96  -0.941
C: -2.57 -5.47 -2.06  -1.378
C: -1.39 -5.01 -2.61  -0.525
C: -0.72 -3.92 -2.07  0.671
C: 0.58 -3.43 -2.69  1.937
C: 1.78 -4.22 -2.15  -1.552
C: 0.58 -3.48 -4.22  -1.877
C: -1.25 -3.28 -0.93  -0.683
N: -0.57 -2.12 -0.48  1.936
C: 0.47 -2.27 0.27  -1.578
C: 1.51 -1.29 0.47  1.031
C: 2.73 -1.65 1.05  -1.654
C: 3.64 -0.66 0.69  -1.460
C: 2.94 0.26 -0.10  -0.171
N: 1.63 -0.10 -0.21  1.042
C: 3.60 1.40 -0.87  2.941
C: 4.09 2.49 0.09  -1.807
C: 4.82 0.82 -1.60  -1.929
C: 2.68 2.00 -1.93  -3.033
H: -3.91 -1.14 1.44  0.520
H: -4.06 -1.46 -0.29  0.429
H: -2.49 -1.03 0.38  -0.947
H: -4.07 -3.58 0.95  0.597
H: -1.39 -2.73 2.14  0.138
H: -2.09 -4.35 2.26  0.431
H: -2.92 -2.95 2.98  0.427
H: -4.02 -5.16 -0.52  0.390
H: -3.09 -6.32 -2.49  0.357
H: -0.97 -5.51 -3.48  0.279
H: 0.72 -2.39 -2.39  -0.701
H: 1.69 -5.28 -2.42  0.391
H: 1.84 -4.16 -1.06  0.334
H: 2.71 -3.84 -2.56  0.347
H: 0.58 -4.51 -4.60  0.391
H: 1.47 -2.99 -4.61  0.405
H: -0.30 -2.98 -4.63  0.374
H: 0.69 -3.24 0.73  0.152
H: 2.92 -2.57 1.59  0.567
H: 4.69 -0.64 0.91  0.478
H: 4.74 2.06 0.86  0.283
H: 3.26 3.00 0.57  0.174
H: 4.67 3.24 -0.46  0.485
H: 5.58 0.47 -0.89  0.329
H: 5.28 1.59 -2.22  0.491
H: 4.54 -0.02 -2.24  0.341
H: 1.80 2.49 -1.53  1.272
H: 2.35 1.23 -2.64  0.180
H: 3.23 2.76 -2.49  0.494
Cl: -0.97 7.76 -2.67  -0.245
C: -0.41 6.44 -1.69  0.286
C: 0.37 6.68 -0.58  0.509
Cl: 0.81 8.30 -0.13  -0.251
C: 0.82 5.60 0.21  -0.130
Cl: 1.77 5.86 1.64  -0.244
C: 0.50 4.29 -0.12  -0.765
O: 0.88 3.25 0.58  0.483
C: -0.31 4.04 -1.27  -0.356
O: -0.61 2.79 -1.52  -0.952
C: -0.75 5.12 -2.03  0.230
Cl: -1.75 4.78 -3.40  -0.249
C: -0.85 0.07 2.69  -0.105
N: -0.21 1.32 2.22  2.196
C: 1.19 1.36 2.76  -0.503
N: 1.20 1.28 4.22  0.155
C: 0.54 0.03 4.62  -0.751
N: -0.86 -0.03 4.15  0.109
C: -1.57 1.13 4.68  -0.784
N: -0.95 2.40 4.28  -0.014
C: -0.93 2.46 2.82  -0.839
C: 0.43 2.40 4.75  -0.643
H: -0.29 -0.76 2.28  -0.669
H: -1.87 0.05 2.33  -0.174
H: 1.64 2.29 2.43  -0.351
H: 1.75 0.52 2.35  0.083
H: 0.54 -0.04 5.71  0.375
H: 1.09 -0.81 4.20  0.372
H: -1.57 1.08 5.78  0.372
H: -2.60 1.11 4.33  0.352
H: -0.44 3.38 2.49  -0.061
H: -1.96 2.45 2.45  0.251
H: 0.43 2.35 5.85  0.395
H: 0.91 3.33 4.44  0.349
Br: -3.43 1.91 0.25  0.009
C: -2.91 0.91 -1.27  0.271
C: -3.83 0.74 -2.29  -0.998
C: -3.42 0.03 -3.40  -0.567
C: -2.13 -0.48 -3.44  -0.786
C: -1.30 -0.26 -2.36  -0.164
N: -1.69 0.42 -1.28  0.970
H: -4.82 1.17 -2.21  0.509
H: -4.10 -0.11 -4.23  0.429
H: -1.76 -1.02 -4.30  0.377
H: -0.29 -0.64 -2.33  0.125


4.
Here is C38H45BrN4NiOS2Si as an isolated structure from the Open Molecules 2025 dataset. Energies are from the ωB97M-V functional and the def2-TZVPD basis.

Properties
LUMO (eV): -1.5
HOMO-LUMO gap (eV): 4.96
Net charge: 0
Energy above the lowest of the compared OMol25 structures with the same formula, charge and spin (eV): 0.000

Last column: Mulliken charge in e.
Geometry (Å):
Ni: -0.78 -0.02 -0.25  -0.416
C: 7.17 -2.51 0.61  -1.609
C: 6.12 -3.20 1.50  1.920
C: 6.46 -2.96 2.98  -1.601
C: 6.18 -4.70 1.22  -2.229
C: 4.75 -2.61 1.18  -0.223
C: 3.67 -3.35 0.72  0.206
C: 2.47 -2.73 0.46  -0.456
Br: 1.04 -3.83 -0.14  -0.260
C: 2.21 -1.33 0.62  -0.211
O: 1.07 -0.84 0.38  -0.072
C: 3.37 -0.58 1.09  -0.610
C: 4.55 -1.24 1.34  -0.830
C: 3.27 0.91 1.32  2.939
C: 4.58 1.56 1.76  -2.422
C: 2.24 1.13 2.44  -1.457
C: 2.85 1.58 0.01  -1.471
H: 8.16 -2.92 0.83  0.470
H: 7.20 -1.44 0.79  0.314
H: 6.95 -2.68 -0.44  0.358
H: 7.45 -3.36 3.19  0.468
H: 5.74 -3.45 3.63  0.354
H: 6.47 -1.90 3.21  0.294
H: 7.18 -5.07 1.44  0.429
H: 5.97 -4.92 0.18  0.424
H: 5.48 -5.25 1.85  0.411
H: 3.74 -4.41 0.57  0.536
H: 5.39 -0.66 1.69  0.288
H: 4.92 1.19 2.72  0.380
H: 4.43 2.63 1.85  0.494
H: 5.36 1.39 1.01  0.427
H: 2.62 0.73 3.38  0.456
H: 1.31 0.62 2.21  0.077
H: 2.04 2.19 2.58  0.326
H: 3.66 1.54 -0.70  0.497
H: 2.59 2.63 0.18  0.301
H: 1.99 1.07 -0.42  0.070
S: -4.17 -5.12 -2.08  -0.153
C: -3.01 -3.88 -1.55  0.253
C: -2.82 -3.63 -0.20  -0.888
C: -2.02 -2.57 0.17  -0.429
N: -1.44 -1.76 -0.72  1.220
C: -1.54 -2.07 -2.01  -0.518
C: -2.31 -3.11 -2.48  -0.892
C: -5.32 -4.01 -2.91  0.317
C: -6.40 -3.50 -2.21  -0.171
C: -7.32 -2.73 -2.91  -0.475
N: -7.21 -2.46 -4.19  -0.587
C: -6.16 -2.92 -4.85  -0.497
C: -5.18 -3.71 -4.26  -0.056
H: -3.29 -4.25 0.55  0.515
H: -1.87 -2.34 1.21  0.466
H: -1.01 -1.43 -2.71  0.465
H: -2.37 -3.31 -3.53  0.387
H: -6.52 -3.71 -1.16  0.436
H: -8.19 -2.33 -2.41  0.373
H: -6.11 -2.67 -5.90  0.378
H: -4.35 -4.09 -4.84  0.447
C: -4.22 -0.14 0.30  -1.327
Si: -2.85 0.78 -0.70  0.984
C: -3.35 0.58 -2.57  -1.336
C: -3.12 2.64 -0.31  0.235
C: -3.47 3.06 0.97  -0.409
C: -3.61 4.40 1.27  -0.704
C: -3.40 5.36 0.29  -0.494
C: -3.05 4.97 -0.99  -0.551
C: -2.91 3.62 -1.28  -0.442
H: -5.13 0.46 0.29  0.505
H: -3.95 -0.32 1.33  0.333
H: -4.46 -1.10 -0.15  0.215
H: -4.20 1.21 -2.78  0.473
H: -3.62 -0.45 -2.79  0.223
H: -2.55 0.87 -3.25  0.358
H: -3.64 2.32 1.74  0.369
H: -3.89 4.70 2.27  0.452
H: -3.51 6.41 0.52  0.450
H: -2.88 5.71 -1.76  0.442
H: -2.63 3.32 -2.28  0.372
N: 0.15 6.41 2.21  -0.312
C: 0.20 5.92 0.93  0.363
S: 0.50 7.02 -0.30  -0.354
C: 0.03 4.54 0.68  0.987
C: 0.17 4.01 -0.63  -0.717
C: 0.00 2.69 -0.87  -0.850
N: -0.31 1.79 0.10  1.553
C: -0.48 2.28 1.34  -0.796
C: -0.30 3.59 1.68  -1.172
H: 0.17 7.41 2.31  0.229
H: -0.33 5.89 2.92  0.184
H: 0.43 4.69 -1.43  0.493
H: 0.12 2.28 -1.87  0.274
H: -0.78 1.56 2.10  0.490
H: -0.39 3.88 2.71  0.316


no.,electronic energy (hartree)
1,-29860.57934
2,-3495.63931
3,-7574.77303
4,-6937.49855